(1)
A cluster of 11 separate species, C20H51ClIN12O20 in total, computed with the ωB97M-V functional and the def2-TZVPD basis.

Last column: Löwdin charge in e.
Cartesian coordinates (Å):
C (1.6177, 0.5588, -2.7982)  -0.098
C (1.9181, -0.9337, -2.6563)  -0.324
C (1.5799, -1.4253, -1.2427)  -0.676
I (-0.5201, -1.7755, -1.0817)  1.082
C (2.2828, -2.7017, -0.7510)  -0.344
C (2.4097, -2.6962, 0.7650)  -0.193
N (3.0124, -3.9342, 1.2258)  -0.023
C (4.3787, -4.0146, 0.6958)  -0.171
C (4.3295, -4.1269, -0.8083)  -0.261
C (5.6624, -4.3311, -1.5301)  -0.185
C (6.6662, -5.2029, -0.8025)  -0.694
C (8.0182, -5.2410, -1.4995)  -0.099
Cl (5.9446, -6.8657, -0.6834)  0.672
N (3.6495, -2.8956, -1.3537)  0.117
H (0.6325, 0.7689, -2.3791)  0.053
H (1.6026, 0.8681, -3.8381)  0.083
H (2.3314, 1.1557, -2.2325)  0.084
H (1.3158, -1.4742, -3.3866)  0.097
H (2.9677, -1.1058, -2.9088)  0.097
H (1.8195, -0.6242, -0.5431)  0.094
H (1.7203, -3.5903, -1.0342)  0.131
H (1.4089, -2.5476, 1.1641)  0.104
H (3.0134, -1.8179, 1.0522)  0.137
H (3.0866, -3.9175, 2.2353)  0.125
H (4.8716, -4.8815, 1.1224)  0.118
H (4.9503, -3.1175, 0.9844)  0.134
H (3.6576, -4.9454, -1.0664)  0.157
H (5.4541, -4.8208, -2.4842)  0.125
H (6.1420, -3.3775, -1.7738)  0.135
H (6.8110, -4.8919, 0.2250)  0.048
H (8.4543, -6.2290, -1.4002)  0.074
H (8.6811, -4.5590, -0.9697)  0.073
H (7.9672, -4.9319, -2.5405)  0.084
H (3.5296, -3.0017, -2.3620)  0.173
H (4.2349, -2.0676, -1.2231)  0.187
C (-3.5349, 0.7160, -0.6785)  0.040
N (-2.7713, 1.9786, -0.4775)  -0.441
O (-3.3332, 3.0268, -0.7161)  0.061
O (-1.6270, 1.8754, -0.0891)  0.043
H (-4.5239, 0.9633, -1.0438)  0.100
H (-2.9682, 0.1273, -1.3931)  0.045
H (-3.5752, 0.2031, 0.2790)  0.096
C (-1.0952, -2.7191, 3.6888)  0.043
N (-1.9194, -2.0366, 2.6573)  -0.455
O (-1.5008, -0.9908, 2.1947)  -0.014
O (-2.9593, -2.5642, 2.3347)  0.070
H (-0.2132, -2.1146, 3.8634)  0.093
H (-1.6892, -2.8068, 4.5916)  0.076
H (-0.8402, -3.7025, 3.3024)  0.103
C (-3.5447, 6.0494, -1.7540)  0.046
N (-4.5411, 6.7797, -2.5838)  -0.442
O (-4.2154, 7.8412, -3.0731)  0.058
O (-5.6239, 6.2524, -2.7145)  0.065
H (-2.6295, 6.6282, -1.7267)  0.097
H (-3.9730, 5.9329, -0.7640)  0.102
H (-3.3931, 5.0781, -2.2108)  0.084
C (-9.0666, 7.4646, -2.5918)  0.052
N (-9.7632, 6.2652, -2.0515)  -0.443
O (-9.1399, 5.2214, -2.0272)  0.049
O (-10.8990, 6.4074, -1.6621)  0.077
H (-8.0680, 7.1692, -2.8934)  0.073
H (-9.6467, 7.8307, -3.4332)  0.102
H (-9.0379, 8.2048, -1.7982)  0.103
C (8.7766, -4.2350, 3.7316)  0.063
N (8.4867, -4.1872, 2.2726)  -0.431
O (7.6299, -3.4126, 1.8784)  0.040
O (9.1221, -4.9269, 1.5572)  0.085
H (8.1339, -3.5216, 4.2316)  0.097
H (8.5867, -5.2514, 4.0629)  0.107
H (9.8258, -3.9864, 3.8577)  0.108
C (-9.9329, 2.2840, -2.7746)  0.036
N (-9.6896, 0.8338, -2.5388)  -0.458
O (-9.2950, 0.1616, -3.4696)  0.057
O (-9.8886, 0.4195, -1.4171)  0.060
H (-9.7050, 2.5012, -3.8108)  0.095
H (-10.9749, 2.4809, -2.5431)  0.105
H (-9.2910, 2.8350, -2.1002)  0.075
C (-2.4479, 0.0405, 6.5718)  0.053
N (-1.7666, -1.0424, 7.3323)  -0.437
O (-1.5705, -2.1100, 6.7723)  0.031
O (-1.4549, -0.8007, 8.4717)  0.090
H (-2.6790, -0.3291, 5.5791)  0.089
H (-3.3523, 0.2940, 7.1156)  0.110
H (-1.7804, 0.8957, 6.5322)  0.057
C (-2.9705, 11.0663, -2.8690)  0.045
N (-2.0148, 11.3179, -1.7558)  -0.458
O (-1.0857, 12.0674, -1.9596)  0.070
O (-2.2310, 10.7379, -0.7115)  0.052
H (-2.6509, 11.6380, -3.7315)  0.095
H (-2.9569, 9.9988, -3.0666)  0.074
H (-3.9541, 11.3731, -2.5280)  0.102
C (5.9938, -9.2319, -3.3263)  0.020
N (5.0213, -9.9687, -4.1803)  -0.458
O (3.9117, -10.1603, -3.7302)  0.068
O (5.4083, -10.3142, -5.2738)  0.072
H (5.5096, -8.9881, -2.3905)  0.038
H (6.8529, -9.8780, -3.1739)  0.103
H (6.2849, -8.3370, -3.8676)  0.094
C (-0.8117, 4.7357, 5.4165)  0.055
N (-1.3677, 3.5111, 6.0530)  -0.441
O (-2.5634, 3.3298, 5.9966)  0.078
O (-0.5764, 2.7641, 6.5973)  0.052
H (-1.6315, 5.2933, 4.9811)  0.097
H (-0.3094, 5.3024, 6.1942)  0.104
H (-0.1007, 4.4122, 4.6628)  0.101

Atoms 1-3, force components in eV/Å:
C -0.2132 -0.1614 0.2943
C -0.4137 0.1184 -0.1034
C 0.5469 -0.0328 -0.2397

The calculation puts the total energy at -100987.834 eV. Its net charge is +1. For the frontier orbital gap, the calculation gives 9.09 eV.

---

(2)
A cluster of 3 separate species, C20H51IN2O8P2Si in total at a distorted geometry, computed with the ωB97M-V functional and the def2-TZVPD basis.

Last column: Löwdin charge in e.
Cartesian coordinates (Å):
C (-2.4001, 2.3285, -0.1290)  -0.146
C (-2.0411, 0.8894, 0.6213)  -0.239
C (-1.1401, 1.1761, 1.9931)  -0.218
C (-1.1486, -0.2114, 2.8681)  -0.240
C (-0.0854, -0.1996, 4.1244)  -0.296
Si (-0.7609, 0.6399, 5.7200)  0.442
C (0.5957, 0.8621, 7.0746)  -0.357
C (2.0964, 1.1910, 6.5038)  -0.335
C (2.1850, 2.4570, 5.4652)  -0.631
I (1.6116, 4.3986, 6.3921)  0.677
P (-1.6206, 2.6729, 5.3572)  0.583
O (-3.1869, 2.4875, 5.0533)  -0.562
P (-2.4431, -0.5489, 6.5580)  0.606
O (-3.2570, -1.3575, 5.4709)  -0.379
O (-1.7787, -1.6953, 7.7166)  -0.260
O (-3.4533, 0.5493, 7.4990)  -0.244
H (-1.4983, 2.7879, -0.7170)  0.060
H (-2.7901, 3.0830, 0.7046)  0.084
H (-3.2836, 2.1187, -0.9032)  0.082
H (-3.0313, 0.3771, 0.9849)  0.116
H (-1.4786, 0.1282, -0.1034)  0.101
H (-0.0484, 1.5204, 1.6902)  0.119
H (-1.6418, 2.0973, 2.5189)  0.072
H (-0.7795, -1.0814, 2.1401)  0.097
H (-2.2293, -0.5209, 3.2216)  0.114
H (0.9050, 0.3190, 3.7719)  0.075
H (0.1772, -1.3238, 4.4112)  0.105
H (0.1958, 1.6168, 7.8802)  0.076
H (0.6747, -0.1898, 7.6336)  0.090
H (2.6386, 0.2765, 5.9883)  0.125
H (2.7667, 1.4810, 7.4480)  0.117
H (1.6494, 2.2825, 4.4295)  0.046
H (3.3416, 2.5880, 5.2020)  0.069
H (-0.9007, 3.2764, 4.2655)  -0.025
H (-1.3862, 3.4094, 6.5976)  -0.044
H (-1.4564, -1.0883, 8.4728)  0.072
H (-2.7913, 1.0500, 8.0621)  0.058
C (-0.3640, -6.4794, -1.1854)  -0.115
O (0.9871, -6.0516, -1.0876)  -0.202
C (1.5160, -5.5674, -2.3326)  -0.200
C (1.7625, -4.0535, -2.2589)  -0.205
N (0.5002, -3.3104, -2.2209)  -0.049
C (0.6662, -1.8906, -1.8904)  -0.193
C (1.2193, -1.5522, -0.4904)  -0.197
O (0.3336, -1.8910, 0.5802)  -0.231
C (0.4351, -3.2369, 1.0229)  -0.086
H (-0.6364, -6.9648, -0.2436)  0.091
H (-1.0320, -5.6298, -1.3376)  0.075
H (-0.4884, -7.2052, -1.9944)  0.087
H (0.8764, -5.8329, -3.1819)  0.120
H (2.4781, -6.0720, -2.4752)  0.119
H (2.3402, -3.7424, -3.1352)  0.122
H (2.3591, -3.8600, -1.3643)  0.099
H (-0.1130, -3.7289, -1.5268)  0.068
H (-0.3263, -1.4325, -1.9783)  0.104
H (1.2981, -1.4178, -2.6513)  0.114
H (1.3321, -0.4619, -0.4444)  0.114
H (2.2202, -1.9619, -0.3186)  0.111
H (1.4494, -3.6372, 0.9233)  0.093
H (-0.2786, -3.8621, 0.4829)  0.075
H (0.1571, -3.2684, 2.0798)  0.085
C (1.8454, 2.0106, -3.1994)  -0.111
O (1.1182, 1.0417, -3.9412)  -0.210
C (-0.3054, 1.1813, -3.8063)  -0.196
C (-0.9276, 1.6435, -5.1320)  -0.200
N (-0.5703, 3.0327, -5.4314)  -0.056
C (-0.9147, 3.4447, -6.7968)  -0.195
C (-0.1910, 2.7258, -7.9542)  -0.215
O (1.2102, 3.0034, -8.0232)  -0.182
C (2.0145, 2.1746, -7.1961)  -0.102
H (2.9055, 1.7434, -3.2376)  0.091
H (1.7277, 3.0044, -3.6352)  0.076
H (1.5311, 2.0200, -2.1515)  0.081
H (-0.5767, 1.8456, -2.9781)  0.110
H (-0.6912, 0.1839, -3.5678)  0.105
H (-2.0168, 1.5556, -5.0654)  0.123
H (-0.5730, 0.9693, -5.9152)  0.100
H (0.4308, 3.1546, -5.3054)  0.067
H (-0.6806, 4.5137, -6.8676)  0.118
H (-1.9981, 3.3513, -6.9359)  0.116
H (-0.6139, 3.1152, -8.8887)  0.119
H (-0.3805, 1.6474, -7.9691)  0.107
H (1.5993, 1.1683, -7.0779)  0.089
H (2.1586, 2.6468, -6.2223)  0.068
H (3.0002, 2.0856, -7.6608)  0.088

Atoms 1-3, force components in eV/Å:
C -0.7625 -0.8295 0.1815
C 0.3969 0.6042 0.3407
C -0.5686 -0.4019 -0.8327

Its structure (SMILES) is CCCCC[Si@@](CCCI)([PH2]=O)P(=O)(O)O.COCCNCCOC.COCCNCCOC. The calculation puts the total energy at -75478.295 eV. For the frontier orbital gap, the calculation gives 8.42 eV.

---

(3)
A structure of composition C20H51LiN3NbOSi4Te at a distorted geometry, computed with the ωB97M-V functional and the def2-TZVPD basis.

Last column: Löwdin charge in e.
Cartesian coordinates (Å):
N (-1.8121, -0.2755, 0.3413)  -0.128
C (-2.7005, -0.1223, 1.1716)  -0.403
O (-3.5904, 0.0225, 1.9483)  0.187
Li (-1.6723, -0.2945, -1.9291)  0.693
Nb (0.2006, 0.0155, -0.0155)  1.318
N (-0.3458, 1.5296, -1.2471)  -0.305
N (0.2963, -1.5331, -1.2579)  -0.302
C (-0.7216, 2.8660, -0.7061)  -0.662
C (0.0357, -2.9905, -1.3034)  -0.666
C (-2.1814, 3.1406, -1.0759)  -0.021
C (0.1833, 3.9125, -1.3633)  -0.025
C (-0.5789, 2.9168, 0.8051)  -0.070
C (0.0815, -3.4562, -2.7646)  -0.023
C (1.1065, -3.7508, -0.5076)  -0.031
C (-1.3287, -3.2348, -0.6885)  -0.054
H (-2.3255, 3.1285, -2.1644)  0.084
H (-2.4614, 4.1393, -0.7080)  0.114
H (-2.8476, 2.4097, -0.5956)  0.086
H (1.2403, 3.6666, -1.1979)  0.102
H (-0.0401, 4.8935, -0.9177)  0.110
H (-0.0056, 3.9771, -2.4440)  0.091
H (-1.2679, 2.2161, 1.3088)  0.058
H (-0.8828, 3.9281, 1.1329)  0.121
H (0.4668, 2.7719, 1.1331)  0.063
H (-0.6283, -2.8850, -3.3805)  0.092
H (-0.1910, -4.5212, -2.8097)  0.113
H (1.0924, -3.3480, -3.1798)  0.092
H (2.0858, -3.6905, -1.0002)  0.086
H (0.8115, -4.8120, -0.4644)  0.112
H (1.1852, -3.3637, 0.5174)  0.065
H (-1.3986, -2.8347, 0.3331)  0.074
H (-1.5099, -4.3184, -0.6373)  0.111
H (-2.1367, -2.7953, -1.3000)  0.083
C (1.6109, -1.1238, -1.9024)  -0.142
H (1.9369, -0.1222, -1.5150)  0.054
H (2.4070, -1.8590, -1.6876)  0.098
H (1.4893, -1.0525, -3.0000)  0.103
C (-0.2650, 1.4436, -2.7287)  -0.141
H (0.7068, 1.8229, -3.0745)  0.109
H (-0.3683, 0.4144, -3.1368)  0.053
H (-1.0507, 2.0394, -3.2101)  0.092
C (-1.5984, -1.3875, 4.9573)  -0.208
Si (0.1910, -1.7717, 5.3760)  0.359
C (0.4714, -1.5902, 7.2355)  -0.182
C (0.5817, -3.5374, 4.8521)  -0.208
Si (1.6524, -0.2604, 4.3034)  0.125
Te (2.1076, -0.2944, 1.8221)  0.574
Si (1.0154, 1.9285, 4.8567)  0.333
C (1.2641, 2.2503, 6.6885)  -0.187
C (2.0646, 3.1339, 3.8555)  -0.219
C (-0.8139, 2.1366, 4.4217)  -0.211
Si (3.8913, -0.6475, 4.9402)  0.308
C (4.1253, -0.2633, 6.7680)  -0.189
C (4.2491, -2.4669, 4.6042)  -0.214
C (5.0853, 0.4225, 3.9410)  -0.223
H (-2.2344, -2.2083, 5.3187)  0.049
H (-1.7662, -1.2927, 3.8773)  0.009
H (-1.9431, -0.4649, 5.4370)  0.027
H (-0.1979, -2.2936, 7.7548)  0.053
H (1.5024, -1.8326, 7.5244)  0.023
H (0.2388, -0.5790, 7.5935)  0.022
H (0.4723, -3.6533, 3.7652)  0.023
H (1.5965, -3.8482, 5.1287)  0.018
H (-0.1273, -4.2265, 5.3355)  0.046
H (2.3112, 2.1473, 6.9909)  0.020
H (0.9566, 3.2833, 6.9079)  0.052
H (0.6589, 1.5842, 7.3132)  0.023
H (2.1434, 2.8445, 2.8004)  -0.015
H (1.6113, 4.1364, 3.9068)  0.044
H (3.0820, 3.1984, 4.2661)  0.033
H (-1.1072, 1.5562, 3.5376)  -0.005
H (-1.4468, 1.8186, 5.2612)  0.034
H (-1.0245, 3.1981, 4.2218)  0.042
H (3.4558, -0.8473, 7.4101)  0.020
H (5.1613, -0.5180, 7.0386)  0.051
H (3.9752, 0.8009, 6.9853)  0.020
H (3.9950, -2.7476, 3.5734)  0.024
H (5.3240, -2.6526, 4.7511)  0.046
H (3.6953, -3.1248, 5.2864)  0.022
H (4.9924, 0.2630, 2.8588)  -0.007
H (4.9337, 1.4917, 4.1416)  0.027
H (6.1155, 0.1681, 4.2360)  0.048

Atoms 1-3, force components in eV/Å:
N 0.5888 0.0678 0.7353
C -2.1005 0.1683 1.7735
O 2.6863 -0.3908 -2.3240

The calculation puts the energy above the lowest of the compared OMol25 structures with the same formula, charge and spin at 0.00 kJ/mol. The calculation puts the total energy at -68634.618 eV. Its net charge is +2. For the frontier orbital gap (spin up / spin down), the calculation gives 5.40 / 5.40 eV.

---

(4)
A cluster of 7 separate species, C20H52NO7 in total, computed with the ωB97M-V functional and the def2-TZVPD basis.

Last column: Löwdin charge in e.
Cartesian coordinates (Å):
C (-2.4422, -0.6067, 5.8407)  -0.156
C (-2.0837, -1.9590, 5.2037)  -0.154
C (-2.7738, -2.1328, 3.8416)  -0.134
C (-2.9194, -0.8293, 3.0717)  -0.243
C (-1.5980, -0.1882, 2.6879)  -0.089
C (-1.7963, 1.1178, 1.9313)  -0.315
C (-1.1680, 2.3604, 2.4472)  -0.065
O (-0.6545, 1.6533, 1.3229)  -0.030
N (-3.7619, 0.1497, 3.9065)  0.111
C (-3.8212, -0.1652, 5.3874)  -0.102
H (-2.4245, -0.6541, 6.9276)  0.128
H (-1.7308, 0.1603, 5.5247)  0.111
H (-2.3943, -2.7731, 5.8582)  0.123
H (-1.0019, -2.0340, 5.0942)  0.118
H (-3.7673, -2.5679, 3.9790)  0.123
H (-2.2226, -2.8333, 3.2139)  0.136
H (-3.4885, -1.0187, 2.1603)  0.160
H (-0.9548, 0.0085, 3.5455)  0.122
H (-1.0928, -0.8872, 2.0168)  0.142
H (-2.7276, 1.2203, 1.3793)  0.150
H (-1.5872, 3.3286, 2.2067)  0.122
H (-0.5903, 2.2310, 3.3568)  0.121
H (-3.4065, 1.0999, 3.7818)  0.166
H (-4.7138, 0.1535, 3.5411)  0.184
H (-4.1532, 0.7365, 5.8974)  0.136
H (-4.5697, -0.9430, 5.5273)  0.138
C (-1.2280, 1.1808, -2.9159)  -0.079
C (-0.8393, -0.1383, -2.2778)  -0.317
O (-0.0389, 0.0413, -1.1140)  -0.084
H (-0.3388, 1.7538, -3.1783)  0.081
H (-1.8197, 1.0199, -3.8184)  0.060
H (-1.8219, 1.7853, -2.2250)  0.071
H (-0.2377, -0.7359, -2.9612)  0.114
H (-1.7379, -0.7187, -2.0343)  0.105
H (-0.5417, 0.5577, -0.4759)  0.035
C (2.3482, -0.8966, 1.8535)  -0.077
C (2.6181, -1.7320, 3.0878)  -0.311
O (1.7300, -2.8545, 3.1716)  -0.099
H (1.3077, -0.5654, 1.8532)  0.045
H (2.9923, -0.0172, 1.8269)  0.070
H (2.5160, -1.4684, 0.9393)  0.083
H (2.4300, -1.1519, 3.9929)  0.106
H (3.6574, -2.0637, 3.1044)  0.091
H (1.8939, -3.4117, 2.4031)  0.080
C (6.4233, 0.5931, 1.4253)  -0.083
C (6.6642, -0.6336, 2.2817)  -0.301
O (5.7525, -1.6930, 1.9847)  -0.095
H (5.4024, 0.9564, 1.5557)  0.062
H (7.1146, 1.3912, 1.6968)  0.075
H (6.5644, 0.3643, 0.3661)  0.074
H (6.5149, -0.3966, 3.3334)  0.089
H (7.6938, -0.9842, 2.1656)  0.114
H (5.8788, -1.9399, 1.0624)  0.085
C (5.4400, 2.6675, 5.4431)  -0.091
C (6.2550, 1.4266, 5.7553)  -0.327
O (7.5027, 1.4108, 5.0734)  -0.085
H (5.2662, 2.7471, 4.3691)  0.070
H (4.4763, 2.6389, 5.9546)  0.071
H (5.9654, 3.5686, 5.7669)  0.074
H (5.7297, 0.5310, 5.4214)  0.100
H (6.4118, 1.3342, 6.8351)  0.110
H (8.0119, 2.1778, 5.3563)  0.085
C (-2.2555, 1.2360, -7.4078)  -0.083
C (-3.4883, 0.8364, -6.6187)  -0.337
O (-4.6693, 0.9242, -7.4021)  -0.074
H (-2.3653, 2.2511, -7.7890)  0.081
H (-1.3501, 1.1879, -6.7999)  0.067
H (-2.1207, 0.5749, -8.2666)  0.059
H (-3.6380, 1.5106, -5.7744)  0.102
H (-3.3737, -0.1801, -6.2212)  0.106
H (-4.5608, 0.3238, -8.1488)  0.060
C (-3.2911, -1.5717, -11.9696)  -0.088
C (-3.9235, -1.0245, -10.7047)  -0.334
O (-4.6025, 0.2064, -10.9327)  -0.080
H (-2.5913, -0.8463, -12.3841)  0.078
H (-2.7568, -2.5022, -11.7737)  0.075
H (-4.0549, -1.7727, -12.7239)  0.075
H (-3.1575, -0.8091, -9.9585)  0.093
H (-4.6178, -1.7558, -10.2748)  0.111
H (-5.2955, 0.0385, -11.5801)  0.084

Atoms 1-3, force components in eV/Å:
C -0.1679 -0.1180 -0.2358
C 0.1090 0.0945 -0.0470
C -0.0990 -0.0554 0.1362

The calculation puts the total energy at -37397.117 eV. Its net charge is +1. For the frontier orbital gap, the calculation gives 8.28 eV.